w:
The following is a DFT calculation (ωB97M-V with the def2-TZVPD basis set) of a cluster of 16 separate species, H31O16 in total.

Atoms and positions in Å:
O -2.338 0.254 -5.218
H -1.688 -5.115 -0.292
H -3.022 -3.024 -1.619
O 2.772 -1.360 1.254
H -1.536 0.770 -5.169
H -2.696 0.015 -4.376
O 1.717 -0.793 4.637
H 2.684 -1.230 0.327
H -3.278 -3.298 -3.052
O -3.775 -3.132 -2.253
H -0.842 2.131 1.934
H 2.544 -0.637 1.759
O -2.376 -5.302 0.440
H 3.126 0.127 -3.183
H 1.567 1.960 1.939
O 2.337 4.456 -2.312
H 3.186 4.341 -1.893
H 1.737 4.111 -1.626
O -0.260 5.203 0.233
H -0.141 4.250 0.406
H 0.337 5.611 0.881
O 0.042 1.178 4.199
H 0.232 2.046 3.979
H 1.675 0.120 4.405
O 0.921 -2.982 -1.455
H 0.225 -2.834 -0.876
O 3.754 -0.337 -3.718
H -2.657 -4.421 0.723
H 4.335 0.015 -4.318
O 1.477 0.668 -0.492
H 1.636 -1.141 3.749
H 0.382 -1.096 -3.572
O 0.780 2.194 1.383
H -2.841 -2.327 4.925
H -0.994 -0.847 -1.167
O -1.396 2.657 2.551
H 0.823 0.057 -0.179
H 1.042 0.354 -2.825
O -1.745 -1.103 -0.675
H 1.074 1.759 0.495
H -1.749 -0.538 0.125
O 0.232 -0.213 -3.307
H 0.681 -2.638 -2.396
H -0.576 0.766 3.613
O -2.341 -1.467 4.823
H -2.209 2.823 2.034
H -1.448 -1.832 4.575

Output
Total charge: -1

x:
The following is a DFT calculation (ωB97M-V with the def2-TZVPD basis set) of a structure of composition H31O16.

Atoms and positions in Å:
O 3.976 -1.127 1.485
H 4.329 -0.696 4.348
H 2.609 2.485 1.942
O -4.034 0.202 -0.516
H 3.486 -1.465 0.721
H 3.422 -1.556 2.086
O 0.887 -4.294 -4.435
H -3.296 0.067 -0.921
H 1.597 2.985 2.698
O 1.723 2.757 1.750
H -0.522 2.610 1.303
H -3.782 1.046 -0.072
O 3.881 0.185 4.565
H -2.466 3.900 -0.337
H -2.618 1.268 -4.713
O -0.134 -0.936 -1.022
H 0.242 -1.726 -0.060
H -1.489 -0.266 1.899
O -1.350 3.570 4.739
H -1.998 3.418 4.020
H -0.642 3.283 4.093
O 2.940 -3.706 0.865
H 2.390 -4.420 0.986
H 0.089 -4.498 -4.103
O 0.424 3.332 -3.399
H -0.226 2.662 -3.502
O -2.902 3.301 -0.934
H 4.245 0.943 3.870
H -3.799 3.336 -0.970
O 0.614 -2.530 0.688
H 1.330 -3.637 -4.009
H 0.635 -2.305 1.600
O -2.177 0.921 -3.948
H -1.745 1.889 0.838
H -2.555 -2.514 -0.215
O 1.063 -2.411 -2.653
H -0.603 -0.292 0.546
H 0.476 -0.274 -1.308
O -1.943 -3.299 0.156
H -2.788 1.343 -3.317
H 1.157 -1.805 -3.387
O -1.484 2.791 1.310
H 0.900 3.333 -2.627
H 2.380 -2.871 0.561
O -1.230 0.188 1.204
H 0.155 -2.289 -2.180
H -1.167 -2.900 0.355

Output
Total charge: -1

Name the least stable of them. x.

w:
The following is a DFT calculation (ωB97M-V with the def2-TZVPD basis set) of a cluster of 7 separate species, H15O7 in total.

Atoms and positions in Å:
O 0.371 0.976 0.029
H 0.875 1.575 0.485
H -0.633 1.162 0.283
H 0.510 0.004 0.280
O 1.097 -1.055 -2.286
H 1.384 -1.905 -2.687
H 1.146 -1.154 -1.444
O -1.459 -1.437 0.653
H -2.360 -1.288 0.274
H -1.665 -1.552 1.608
O 1.899 1.211 2.346
H 1.691 1.528 3.319
H 2.749 0.825 2.475
O 1.743 -1.493 -0.034
H 1.479 -2.234 0.527
H 2.669 -1.499 0.025
O -2.195 1.702 0.776
H -2.829 1.511 1.346
H -2.530 2.559 0.411
O -1.711 0.378 -2.582
H -0.763 -0.048 -2.295
H -1.466 0.235 -3.510

Output
Total charge: +1

x:
The following is a DFT calculation (ωB97M-V with the def2-TZVPD basis set) of a cluster of 7 separate species, H15O7 in total.

Atoms and positions in Å:
O 0.201 0.053 0.107
H -0.562 -0.255 0.601
H -0.005 0.127 -0.828
H 0.917 -0.581 0.195
O 0.616 -0.743 -2.463
H 0.870 -1.639 -2.686
H 0.479 -0.316 -3.309
O 0.047 2.427 -1.814
H 0.939 2.576 -2.127
H -0.088 3.100 -1.146
O -1.154 -1.047 2.119
H -2.066 -1.172 1.855
H -1.026 -1.664 2.839
O 0.621 1.648 2.649
H 0.642 2.603 2.704
H -0.310 1.429 2.617
O -2.305 -0.316 -0.994
H -2.360 -0.558 -1.919
H -2.821 -0.983 -0.541
O 2.178 -1.370 0.519
H 2.152 -2.271 0.841
H 3.040 -1.047 0.781

Output
Total charge: +1

Name the least stable of them. w.

w:
The following is a DFT calculation (ωB97M-V with the def2-TZVPD basis set) of a cluster of 2 separate species, C6H12O in total.

Atoms and positions in Å:
C -0.803 1.649 2.674
C -0.811 1.663 1.143
O -1.741 0.937 0.562
C 0.022 -0.397 -0.155
C 0.608 -1.511 -0.850
C 1.538 -1.197 -2.023
C 0.187 -1.710 -2.312
H 0.060 2.188 3.080
H -1.721 2.111 3.051
H -0.777 0.617 3.043
H 0.261 1.198 0.848
H -0.696 2.690 0.735
H -0.248 0.477 -0.723
H -0.335 -0.524 0.851
H 0.819 -2.408 -0.277
H 1.748 -0.147 -2.204
H 2.389 -1.862 -2.133
H -0.567 -1.030 -2.695
H 0.068 -2.745 -2.615

Output
Total charge: 0

x:
The following is a DFT calculation (ωB97M-V with the def2-TZVPD basis set) of a cluster of 2 separate species, C6H12O in total.

Atoms and positions in Å:
C -2.214 -0.096 1.249
C -1.134 0.328 0.264
C -1.544 0.579 -1.018
C 1.246 0.244 -0.325
C 0.200 0.190 0.738
C 0.621 -0.330 2.084
H -2.260 0.886 1.768
H -3.136 -0.197 0.700
H -1.945 -0.872 1.947
H -2.607 0.578 -1.202
H -0.755 0.636 -1.762
H 1.362 1.268 -0.676
H 2.232 -0.140 -0.063
H 0.936 -1.379 1.916
H -0.125 -0.275 2.880
H 1.585 0.185 2.244
H 0.960 -0.316 -1.237
H 2.552 -1.046 -3.449
O 2.313 -0.609 -2.625

Output
Total charge: 0

Name the least stable of them. x.